# 1
18
Properties=species:S:1:pos:R:3:forces:R:3:mulliken_charge:R:1 method="wB97M-V/def2-TZVPD" homo_ev="-8.23 / -8.23" energy_ev=-26779.8888 homo_lumo_gap_ev="7.120 / 7.120" relative_energy_kcal_mol=57.6 lumo_ev="-1.1 / -1.1" charge=0
C -0.1070 0.0224 -0.3267 -0.72 0.48 2.31 0.732
C -0.2833 -0.0620 -1.6019 2.50 -1.38 -0.80 -0.831
C -0.7997 2.3227 0.2227 1.01 -0.52 0.07 -0.959
C -1.1514 0.7984 0.4377 1.28 1.42 0.99 -0.828
N 1.2701 -0.2567 1.9083 -1.23 0.10 -3.22 -0.575
O -0.0321 -2.9295 -0.3413 -3.31 -5.52 0.75 -0.647
S 1.2810 -0.8538 0.3917 0.33 1.21 3.95 0.183
I 3.5597 -0.3095 -0.8003 -0.10 0.35 -0.23 -0.211
H 0.8843 -3.2027 -0.2892 0.38 -0.25 -0.01 0.356
H -1.1202 0.3727 -2.0425 -1.07 0.45 -1.09 0.404
H 0.5566 -0.5458 -2.0809 -0.45 -0.04 -1.18 0.192
H -0.0336 2.6745 1.0086 -0.93 -0.68 -1.50 0.262
H -1.6638 2.9313 0.3500 -0.80 0.52 0.21 0.344
H -0.4479 2.4681 -0.8336 -0.05 0.09 1.15 0.310
H -2.1289 0.4885 0.0767 -0.04 0.26 -0.17 0.382
H -1.1358 0.6872 1.5201 0.08 -0.59 -0.06 0.336
H 1.9315 -0.6364 2.5609 0.61 -0.81 -0.25 0.227
H -0.5795 -3.9694 -0.1602 2.51 4.90 -0.91 0.321

# 2
16
Properties=species:S:1:pos:R:3:forces:R:3:mulliken_charge:R:1 method="wB97M-V/def2-TZVPD" homo_ev="-9.47 / -8.09" energy_ev=-21696.4888 homo_lumo_gap_ev="8.771 / 4.881" relative_energy_kcal_mol=81.3 lumo_ev="-0.7 / -3.2" charge=0
C -0.2570 1.6188 0.8514 -0.21 -1.56 2.64 -1.449
C -1.7929 0.1990 -0.4846 -0.42 -6.20 1.28 -1.429
C 1.2475 -1.8751 -0.2327 0.07 1.30 1.44 -0.495
C -0.4205 0.3324 0.0844 0.03 1.32 -0.82 0.487
P 0.0270 -1.1677 1.0770 0.97 -0.58 -0.50 0.108
I 3.5340 0.6627 -0.7343 0.12 0.09 -0.01 0.087
H -1.1003 1.8365 1.5065 -0.15 -0.04 0.05 0.310
H 0.5638 1.3470 1.4931 0.57 0.70 0.81 0.433
H 0.0224 2.5011 0.3780 0.30 1.31 -1.55 0.368
H -1.7576 -0.8411 -1.1022 -0.52 2.55 0.77 0.264
H -2.1986 0.9834 -1.0027 -0.76 1.95 -1.46 0.434
H -2.4842 -0.1053 0.3771 0.59 0.72 -1.11 0.368
H 0.7101 -2.5519 -0.8322 -1.04 -0.36 -1.43 0.291
H 2.0837 -2.5230 0.0628 0.02 0.76 0.59 0.361
H 1.5293 -0.9103 -0.7284 0.18 -1.38 -0.19 -0.333
H 0.2935 0.4935 -0.7130 0.23 -0.58 -0.52 0.197

# 3
22
Properties=species:S:1:pos:R:3:forces:R:3:mulliken_charge:R:1 method="wB97M-V/def2-TZVPD" homo_ev=-0.53 energy_ev=-33853.5487 homo_lumo_gap_ev=1.927 relative_energy_kcal_mol=0.0 lumo_ev=1.4 charge=-1
K -1.6378 0.7410 1.4796 0.33 -1.00 1.31 0.930
C -0.7642 -1.7225 4.5795 -0.87 -0.53 0.11 0.462
O -1.4215 -0.8956 3.7721 -0.02 0.94 -1.12 -0.787
O 0.5013 -1.6034 4.7164 0.18 0.09 -0.17 -0.791
O -1.4683 -2.6209 5.1809 0.61 0.37 -0.16 -0.802
C 2.9055 1.5320 -0.0336 0.26 -0.19 -0.13 -1.111
C 1.6947 0.5988 -0.1570 0.97 0.66 0.30 0.099
O 1.1446 0.3288 1.1158 -0.07 -0.26 -0.52 -0.457
H 3.2124 1.9410 -1.0015 -0.29 0.22 0.03 0.337
H 3.7917 0.9814 0.2951 -0.18 -0.10 0.26 0.323
H 2.7104 2.3130 0.6993 -0.01 0.16 -0.17 0.302
H 2.0743 -0.2694 -0.7071 -0.61 -0.33 0.11 0.255
H 0.8993 1.0838 -0.7217 0.00 -0.07 -0.17 -0.014
H 1.6909 -0.3100 1.5907 -0.30 -0.04 0.37 0.251
C -2.0680 -0.1386 -2.1028 -0.02 0.63 -0.66 0.673
O -2.4670 0.2797 -1.0257 0.16 -0.21 -0.06 -0.665
N -2.6238 -1.1902 -2.7646 0.19 0.14 0.34 -0.401
N -1.0636 0.5022 -2.7975 -0.12 -0.05 0.22 -0.389
H -3.3227 -1.7299 -2.2888 0.00 -0.07 -0.05 0.240
H -2.3488 -1.4002 -3.7037 -0.10 -0.22 0.01 0.155
H -0.7724 1.4024 -2.4674 0.02 -0.03 0.13 0.238
H -0.6668 0.1767 -3.6581 -0.11 -0.14 0.00 0.153

# 4
15
Properties=species:S:1:pos:R:3:forces:R:3:mulliken_charge:R:1 method="wB97M-V/def2-TZVPD" homo_ev="-3.51 / -10.90" energy_ev=-5794.8442 homo_lumo_gap_ev="4.477 / 11.537" relative_energy_kcal_mol=74.5 lumo_ev="1.0 / 0.6" multiplicity=2 charge=0
C -0.3283 1.8265 0.1958 0.11 0.24 -0.80 -1.045
C -0.8544 0.4433 -0.3998 -3.60 2.05 2.88 -0.523
C -0.0967 -0.6644 0.1022 2.93 1.77 -2.02 -0.260
C -0.5588 -1.7651 0.5728 1.04 -4.45 2.26 -0.617
N 1.3923 -0.5808 -0.3909 -2.43 -2.71 3.02 -2.469
H -1.0023 2.3291 0.8985 0.26 -1.20 0.93 0.296
H 0.6889 1.5178 0.5474 -0.94 1.37 0.36 0.393
H -0.2731 2.7688 -0.4228 0.49 -1.60 -0.66 0.319
H -1.9307 0.1373 0.0718 1.99 1.34 -1.57 0.204
H -0.8916 0.4321 -1.4624 -0.14 -0.05 -0.95 0.573
H -1.5547 -1.8146 1.0280 0.23 -0.06 -0.69 0.255
H 0.1385 -2.6984 0.7410 -1.57 2.06 -0.22 0.303
H 1.6470 -1.5707 -0.3848 0.93 -0.67 -0.26 0.446
H 2.0582 -0.1018 0.1889 0.64 0.67 1.23 0.979
H 1.5657 -0.2590 -1.2857 0.06 1.22 -3.53 1.147

# 5
15
Properties=species:S:1:pos:R:3:forces:R:3:mulliken_charge:R:1 method="wB97M-V/def2-TZVPD" homo_ev="-5.94 / -8.55" energy_ev=-5795.2390 homo_lumo_gap_ev="6.487 / 9.095" relative_energy_kcal_mol=65.3 lumo_ev="0.5 / 0.5" multiplicity=2 charge=0
C -3.5290 -5.7636 0.5440 0.78 -0.20 0.55 -0.434
C -3.8272 -4.4695 0.7683 -0.55 0.71 -0.01 -0.460
H -3.7336 -6.3852 -0.3222 -1.87 -0.21 0.58 0.246
H -2.9237 -6.2899 1.2878 1.54 0.57 -0.92 0.207
H -4.8200 -4.0277 0.8376 -0.27 -0.09 -2.03 0.222
H -3.1074 -3.6702 0.9525 0.38 -0.79 1.83 0.220
C 2.2962 3.2999 0.6892 0.51 0.72 -0.54 -0.767
C 2.7504 3.7508 -1.7503 0.64 0.81 -0.48 -0.671
N 2.1706 3.0635 -0.7258 -0.35 -0.76 -0.40 -0.175
H 1.6610 4.1331 1.0041 -0.12 -0.14 0.27 0.261
H 3.3306 3.5956 0.8841 -0.02 -0.06 0.15 0.276
H 2.0889 2.3935 1.2499 -0.17 0.02 0.03 0.292
H 3.2592 4.7003 -1.6604 -0.13 -0.05 0.70 0.300
H 2.8504 3.3221 -2.7319 -0.35 -0.45 0.02 0.277
H 1.5336 2.3473 -1.0269 0.00 -0.07 0.25 0.206

# 6
15
Properties=species:S:1:pos:R:3:forces:R:3:mulliken_charge:R:1 method="wB97M-V/def2-TZVPD" homo_ev=-14.76 energy_ev=-5791.2556 smiles="CC/C=C/[NH3+]" homo_lumo_gap_ev=10.794 relative_energy_kcal_mol=60.0 lumo_ev=-4.0 charge=+1
C -1.4932 0.0797 -1.5615 4.20 -4.52 0.15 -1.059
C 0.0842 0.2924 -1.4925 -0.44 -0.28 1.67 -0.617
C 0.7445 -0.1444 -0.1258 -1.43 0.86 -0.04 -0.317
C 0.1623 0.2781 1.0100 0.15 -0.15 0.30 0.036
N 0.7810 -0.1782 2.3396 5.68 0.72 -2.01 -0.431
H -2.1124 0.6816 -0.9938 -1.12 0.86 1.38 0.421
H -1.4884 -1.0956 -1.4445 -1.12 2.30 0.54 0.260
H -1.6766 0.1476 -2.5733 -0.87 0.66 -2.20 0.362
H 0.2991 1.3469 -1.7658 0.53 -0.87 0.11 0.356
H 0.5321 -0.4821 -2.1069 -0.09 0.68 -1.03 0.323
H 1.5994 -0.8899 -0.1871 -0.99 1.21 0.35 0.191
H -0.7756 0.9081 1.1177 1.55 -0.90 -0.12 0.297
H 1.3996 0.5572 2.8779 -2.52 -1.06 -0.72 0.422
H 0.2150 -0.7786 2.9089 -0.33 -0.23 0.66 0.335
H 1.7292 -0.7229 1.9972 -3.19 0.71 0.96 0.418